Entry from OMol25: a cluster of 7 separate species, C35H77N7O9 in total at a distorted geometry (wB97M-V/def2-TZVPD).

Geometry as XYZ:
```
128
Properties=species:S:1:pos:R:3:lowdin_charge:R:1
O -4.0015 -1.3175 4.8965 0.068
C -3.5145 -0.5547 4.0401 -0.325
N -3.6779 -0.7937 2.5744 0.115
C -2.5772 -0.0797 1.8683 -0.296
O -2.0993 -0.3082 0.7287 0.044
C -2.0293 1.0605 2.8256 0.002
C -1.1106 2.2738 2.5770 -0.092
C -0.5939 2.5242 1.0896 -0.159
C -0.3889 4.0835 0.7238 -0.176
C -1.6832 4.9861 1.0705 -0.242
O -1.2652 6.3875 0.9678 -0.140
C -0.7424 3.1871 3.8031 0.006
C -1.3314 2.8346 5.2080 -0.024
C -2.2978 1.6183 5.4507 0.016
C -2.6173 0.7410 4.2260 -0.037
H -4.6068 -0.5453 2.1939 0.152
H -1.4277 2.1408 0.3865 0.115
H 0.3320 1.8850 0.8395 0.131
H 0.5043 4.5638 1.2452 0.110
H -0.2375 4.1151 -0.4195 0.120
H -2.0892 4.8252 2.1234 0.111
H -2.5532 4.8148 0.3338 0.119
H -1.0748 6.5739 0.0209 0.075
H -0.0552 4.1021 3.6794 0.112
H -1.0826 3.4545 6.1460 0.087
H -2.7516 1.3691 6.4603 0.103
C -1.4719 -4.6169 -2.3441 -0.070
C -1.5858 -3.2110 -1.7605 -0.413
C -0.5393 -2.2197 -2.3103 -0.201
O 0.7764 -2.3960 -1.7885 -0.207
C 1.5071 -3.4570 -2.3823 -0.107
N -1.5270 -3.2991 -0.2962 0.039
H -0.6596 -5.1946 -1.8992 0.065
H -2.3930 -5.1779 -2.1641 0.075
H -1.3120 -4.5814 -3.4271 0.064
H -2.5737 -2.8267 -2.0394 0.135
H -0.8415 -1.2118 -2.0085 0.117
H -0.5217 -2.2212 -3.4077 0.116
H 1.2868 -3.5654 -3.4475 0.067
H 1.3052 -4.3913 -1.8536 0.076
H 2.5726 -3.2451 -2.2689 0.085
H -1.7131 -2.3759 0.0938 0.042
H -0.5550 -3.4767 -0.0409 0.065
C -4.0024 8.2886 -0.4506 -0.068
C -3.3190 8.1096 -1.8039 -0.426
C -4.0913 8.7395 -2.9816 -0.202
O -5.2403 8.0070 -3.3960 -0.191
C -6.3843 8.1942 -2.5805 -0.108
N -3.0718 6.6784 -2.0252 0.043
H -4.8349 7.5984 -0.3019 0.067
H -3.2931 8.1048 0.3607 0.065
H -4.3809 9.3095 -0.3346 0.080
H -2.3493 8.6171 -1.7437 0.135
H -3.4251 8.7542 -3.8501 0.121
H -4.3544 9.7843 -2.7763 0.119
H -6.4557 9.2163 -2.1978 0.091
H -6.3784 7.4777 -1.7562 0.073
H -7.2709 7.9872 -3.1833 0.088
H -2.5197 6.5692 -2.8743 0.077
H -3.9666 6.2492 -2.2633 0.076
C -0.0347 -4.9457 4.2765 -0.077
C -1.2669 -4.9613 3.3755 -0.421
C -2.1945 -6.1724 3.6070 -0.199
O -1.7116 -7.4012 3.0705 -0.192
C -0.7246 -8.0404 3.8599 -0.114
N -0.8320 -4.8750 1.9754 0.036
H 0.7437 -5.6332 3.9400 0.061
H 0.4114 -3.9478 4.2914 0.073
H -0.2977 -5.2062 5.3073 0.077
H -1.8462 -4.0605 3.6082 0.132
H -3.1372 -5.9767 3.0865 0.122
H -2.4460 -6.2888 4.6686 0.117
H -0.9008 -7.9049 4.9309 0.089
H 0.2682 -7.6748 3.5873 0.072
H -0.7484 -9.1093 3.6373 0.086
H -1.6544 -4.7737 1.3823 0.049
H -0.4589 -5.7896 1.7165 0.074
C 4.1102 3.6888 8.9034 -0.076
C 3.5476 2.7826 7.8118 -0.430
C 2.5883 3.4983 6.8381 -0.201
O 1.2931 3.7642 7.3696 -0.216
C 1.2275 4.8942 8.2233 -0.106
N 2.9076 1.6212 8.4431 0.037
H 3.3969 3.8735 9.7087 0.064
H 4.9900 3.2296 9.3613 0.077
H 4.4179 4.6558 8.4918 0.078
H 4.3987 2.4238 7.2223 0.135
H 2.4228 2.8356 5.9827 0.119
H 3.0348 4.4162 6.4360 0.119
H 1.8972 5.6959 7.8994 0.092
H 1.4525 4.6009 9.2510 0.075
H 0.2029 5.2724 8.2118 0.086
H 2.6309 0.9643 7.7155 0.073
H 2.0190 1.9381 8.8322 0.070
C 3.5157 1.5189 -5.2105 -0.077
C 3.2029 0.7718 -3.9168 -0.427
C 4.3576 -0.1208 -3.4156 -0.198
O 4.5304 -1.3327 -4.1454 -0.201
C 5.2143 -1.1859 -5.3775 -0.111
N 1.9678 0.0003 -4.1013 0.050
H 3.4373 0.8839 -6.0949 0.062
H 2.8123 2.3436 -5.3517 0.075
H 4.5243 1.9447 -5.1847 0.077
H 3.0199 1.5285 -3.1456 0.135
H 4.1240 -0.4272 -2.3912 0.122
H 5.3021 0.4351 -3.3642 0.118
H 5.9966 -0.4233 -5.3273 0.091
H 4.5047 -0.9527 -6.1748 0.072
H 5.6785 -2.1427 -5.6267 0.086
H 1.7009 -0.4091 -3.2062 0.058
H 2.1996 -0.8101 -4.6768 0.068
C 0.4612 -6.1274 -6.2298 -0.066
C 1.5780 -5.1117 -6.4543 -0.426
C 2.3443 -5.3077 -7.7791 -0.202
O 3.2563 -6.4018 -7.7803 -0.192
C 2.6543 -7.6703 -7.9720 -0.109
N 2.4836 -5.1401 -5.2983 0.048
H 0.8331 -7.0976 -5.8957 0.067
H -0.2262 -5.7709 -5.4582 0.062
H -0.1198 -6.2816 -7.1451 0.080
H 1.1085 -4.1220 -6.4951 0.134
H 2.9571 -4.4163 -7.9471 0.119
H 1.6592 -5.3771 -8.6331 0.119
H 1.8036 -7.6241 -8.6579 0.091
H 2.3472 -8.0886 -7.0108 0.074
H 3.4034 -8.3436 -8.3937 0.087
H 3.1635 -4.3876 -5.3970 0.073
H 3.0484 -5.9867 -5.3754 0.076
```

Output
Energy relative to the best compared isomer or geometry (same formula, charge and spin): 0.0 kcal/mol
Maximum force: 4.64 eV/A
E_tot: -2439.9380 a.u.
SMILES: O=C1NC(=O)c2c(CCCO)cccc21.COC[C@@H](C)N.COC[C@@H](C)N.COC[C@@H](C)N.COC[C@@H](C)N.COC[C@@H](C)N.COC[C@@H](C)N
Net charge: 0

Entry from OMol25: a cluster of 3 separate species, C35H79FNO12P3 in total at a distorted geometry (wB97M-V/def2-TZVPD).

Geometry as XYZ:
```
131
Properties=species:S:1:pos:R:3:lowdin_charge:R:1
C 2.8820 -0.8241 -1.3247 -0.116
C 1.5000 0.0461 -0.9579 -0.200
C 0.7032 -0.7947 0.1571 -0.247
F 0.2019 -2.0545 -0.5113 -0.106
P -0.7391 -0.0517 1.1026 0.818
C -1.4354 1.6758 1.3229 -0.205
C -3.1131 1.7063 1.4404 -0.194
C -3.7425 2.9249 0.4825 -0.181
C -5.3803 2.7115 0.2899 -0.242
O -5.6814 1.6362 -0.6712 -0.139
C -1.8673 -1.4140 1.9847 -0.182
C -1.0274 -2.7811 2.3162 -0.120
C -1.5643 -4.0353 1.3484 -0.285
N -3.0138 -4.2259 0.9331 0.037
O -0.6290 -4.9118 0.8880 -0.079
O -1.7345 -0.3899 -0.2491 -0.410
C -1.7330 0.5231 -1.3526 -0.238
C -1.7222 -0.3890 -2.7550 -0.279
C -2.8476 -1.6183 -2.6139 -0.087
C -1.9990 0.5234 -4.1072 -0.158
C -1.0631 0.0511 -5.3819 -0.380
C -1.2435 -1.5299 -5.7925 -0.125
C 0.5503 0.3151 -5.1594 -0.101
O 0.1677 -0.1398 2.5090 -0.383
C 1.0606 0.8146 2.9675 -0.264
C 2.1737 1.5607 2.0586 -0.256
C 1.6655 2.9937 1.3643 -0.101
C 3.3440 2.0760 3.1481 -0.355
C 4.7369 2.5418 2.3478 -0.106
C 2.8411 3.3098 4.0997 -0.124
H 2.5228 -1.6356 -2.1109 0.073
H 3.6920 -0.1762 -1.8750 0.083
H 3.2970 -1.4076 -0.3927 0.087
H 0.9514 0.1668 -2.0116 0.091
H 1.8795 1.1124 -0.6737 0.091
H 1.5000 -1.1884 0.9550 0.144
H -1.1435 2.4790 0.4865 0.094
H -1.1565 2.2561 2.3302 0.098
H -3.4614 2.0012 2.5440 0.090
H -3.5967 0.6627 1.2294 0.099
H -3.5643 3.9267 1.1063 0.121
H -3.1656 3.0569 -0.5268 0.104
H -5.8705 3.7336 -0.0339 0.130
H -5.7857 2.4204 1.3693 0.127
H -5.5208 0.7746 -0.1513 0.107
H -2.2588 -0.9492 3.0079 0.104
H -2.8273 -1.6240 1.3405 0.091
H -1.1914 -3.0769 3.4480 0.129
H 0.1257 -2.7200 2.1278 0.110
H -3.1782 -5.2723 1.0187 0.094
H -3.0313 -3.9859 -0.1034 0.088
H -0.9158 1.3549 -1.3898 0.115
H -2.7830 1.0903 -1.3854 0.128
H -0.6886 -0.9513 -2.9118 0.117
H -3.7385 -1.3300 -1.9101 0.082
H -3.2718 -1.9577 -3.6688 0.075
H -2.2597 -2.5726 -2.2029 0.084
H -1.7678 1.6755 -3.8997 0.122
H -3.1402 0.3861 -4.4032 0.122
H -1.4004 0.7098 -6.3001 0.130
H -2.3843 -1.7651 -5.9615 0.079
H -0.6838 -1.6922 -6.8334 0.094
H -0.7358 -2.2789 -5.0201 0.089
H 0.8008 0.7886 -4.1182 0.062
H 0.9448 1.0418 -6.0126 0.090
H 1.1516 -0.6971 -5.2521 0.064
H 1.7091 0.2971 3.8373 0.147
H 0.4983 1.6756 3.5793 0.114
H 2.7881 0.8852 1.3214 0.128
H 0.9353 3.6010 2.0880 0.094
H 2.5651 3.6677 1.0075 0.089
H 1.0099 2.8035 0.3849 0.059
H 3.6891 1.2066 3.8685 0.126
H 5.1044 3.5800 2.7637 0.080
H 4.5187 2.5473 1.1982 0.072
H 5.5915 1.7592 2.6290 0.088
H 3.4159 3.3885 5.1300 0.093
H 1.6917 3.3437 4.3151 0.066
H 3.1093 4.3135 3.5116 0.086
O -3.3669 2.8732 9.4696 -0.249
P -3.2353 3.3483 8.0018 0.747
O -1.5871 3.1365 7.9311 -0.224
C -0.9925 1.9252 8.3682 -0.299
C -0.7055 1.0133 7.1939 -0.081
O -3.2169 4.9722 8.3613 -0.229
C -3.9344 5.4558 9.4850 -0.310
C -2.9966 5.6275 10.6677 -0.077
O -3.0882 3.8791 6.3618 -0.201
C -2.9811 2.9271 5.3228 -0.314
C -4.0624 1.8681 5.3759 -0.084
H -1.6072 1.4013 9.1052 0.104
H -0.0508 2.1900 8.8579 0.121
H -1.6376 0.6632 6.7413 0.064
H -0.1347 0.1356 7.5123 0.082
H -0.1385 1.5373 6.4204 0.067
H -4.7764 4.8016 9.7276 0.102
H -4.3584 6.4304 9.2154 0.116
H -2.4198 4.7204 10.8670 0.071
H -3.5523 5.8947 11.5701 0.077
H -2.2664 6.4183 10.4589 0.078
H -1.9845 2.4854 5.3311 0.092
H -3.0681 3.4740 4.3782 0.114
H -4.0273 1.3056 6.3134 0.067
H -3.9465 1.1634 4.5474 0.066
H -5.0543 2.3270 5.3111 0.089
O 5.3822 -4.1756 -8.5131 -0.251
P 4.2191 -3.6963 -7.6104 0.747
O 3.5865 -5.2163 -7.3746 -0.224
C 4.4205 -6.2965 -6.9880 -0.302
C 4.3443 -6.5257 -5.4931 -0.085
O 3.2188 -3.2512 -8.8626 -0.230
C 3.7753 -2.7736 -10.0765 -0.311
C 3.8355 -3.8952 -11.0993 -0.078
O 2.9196 -3.1607 -6.6017 -0.208
C 3.0242 -3.2834 -5.1977 -0.309
C 4.3115 -2.7063 -4.6469 -0.086
H 5.4609 -6.1486 -7.2896 0.103
H 4.0532 -7.1859 -7.5084 0.120
H 4.7882 -5.6856 -4.9515 0.062
H 4.8858 -7.4335 -5.2099 0.080
H 3.3065 -6.6205 -5.1636 0.079
H 4.7581 -2.3237 -9.9106 0.102
H 3.1220 -1.9769 -10.4518 0.115
H 4.3341 -4.7837 -10.7025 0.071
H 4.3609 -3.5721 -12.0016 0.076
H 2.8219 -4.2078 -11.3770 0.078
H 2.8955 -4.3270 -4.9100 0.098
H 2.1789 -2.7380 -4.7654 0.101
H 5.1880 -3.2090 -5.0659 0.064
H 4.3416 -2.8124 -3.5587 0.077
H 4.3964 -1.6444 -4.8992 0.085
```

Output
Maximum force: 9.66 eV/A
E_tot: -3462.0173 a.u.
SMILES: CC[C@H](F)P(CCCCO)(CCC(N)=O)(OC[C@@H](C)CC(C)C)OC[C@@H](C)C(C)C.CCOP(=O)(OCC)OCC.CCOP(=O)(OCC)OCC
Net charge: 0

Entry from OMol25: a cluster of 11 separate species, C35H79N9O11 in total at a distorted geometry (wB97M-V/def2-TZVPD).

Geometry as XYZ:
```
134
Properties=species:S:1:pos:R:3:lowdin_charge:R:1
C 10.8463 13.2437 -22.7923 0.029
C 12.1140 12.5788 -23.3952 -0.530
O 11.9554 11.8430 -24.3524 0.022
N 13.3421 12.9142 -23.0466 0.017
C 13.6854 14.0725 -22.3280 -0.097
H 9.9443 12.6574 -22.9680 0.072
H 10.6762 14.2639 -23.1364 0.061
H 10.9536 13.2371 -21.7076 0.057
H 14.0172 12.4512 -23.6382 0.151
H 13.3797 15.0174 -22.7775 0.067
H 14.7670 14.1213 -22.2018 0.094
H 13.3143 14.1585 -21.3068 0.078
C 7.6098 17.5691 -23.1417 0.008
C 8.6440 16.8830 -24.0489 -0.535
O 8.1800 16.0288 -24.8204 0.001
N 9.9458 17.2281 -23.9570 0.035
C 11.0760 16.6858 -24.8328 -0.019
H 6.7237 17.0305 -22.8058 0.057
H 7.4065 18.4817 -23.7021 0.093
H 8.1633 17.7539 -22.2211 0.058
H 10.1131 18.0424 -23.3835 0.128
H 10.7653 16.0354 -25.6503 0.090
H 11.8473 16.3137 -24.1585 0.051
H 11.6655 17.4787 -25.2932 0.073
C 5.3687 14.1961 -29.9235 -0.002
C 6.0106 13.0916 -29.0509 -0.564
O 5.3947 12.5685 -28.1288 0.030
N 7.1300 12.6424 -29.5827 0.000
C 7.9006 11.4957 -29.0754 -0.044
H 5.3951 15.1674 -29.4296 0.077
H 4.3721 13.8802 -30.2321 0.083
H 5.8731 14.3815 -30.8718 0.060
H 7.5092 13.1685 -30.3570 0.129
H 7.3115 11.0775 -28.2593 0.081
H 8.8564 11.9039 -28.7468 0.084
H 8.0470 10.7815 -29.8857 0.078
C 8.4837 10.1360 -21.3788 0.025
C 9.0578 11.0758 -20.3365 -0.553
O 8.3482 11.7478 -19.6227 0.039
N 10.3863 11.0199 -20.1964 0.019
C 11.1953 11.8171 -19.2848 -0.060
H 7.9555 9.2771 -20.9648 0.088
H 9.2797 9.5808 -21.8749 0.065
H 7.9055 10.6291 -22.1603 0.078
H 10.8932 10.2791 -20.6595 0.136
H 10.6323 12.7066 -19.0022 0.057
H 12.1647 12.1453 -19.6597 0.075
H 11.5252 11.2885 -18.3905 0.086
C 4.6986 9.2338 -20.7970 0.007
C 5.0861 8.3737 -22.0338 -0.619
O 5.2229 7.2010 -21.9755 0.051
N 5.2613 9.0252 -23.1742 0.023
C 5.5961 8.4965 -24.5315 -0.021
H 3.8793 8.8665 -20.1789 0.079
H 4.5137 10.2115 -21.2419 0.057
H 5.5762 9.2724 -20.1517 0.068
H 5.0189 10.0054 -23.1957 0.063
H 6.6770 8.4811 -24.6717 0.054
H 5.1203 9.1317 -25.2786 0.079
H 5.2203 7.4775 -24.6237 0.081
C 10.4806 16.2100 -20.7028 -0.018
C 10.4726 15.5633 -19.3414 -0.509
O 11.5366 15.0736 -18.9077 0.003
N 9.2530 15.3962 -18.7350 0.010
C 9.1649 14.7927 -17.4522 -0.095
H 9.8583 15.6483 -21.3995 0.052
H 11.4451 16.1416 -21.2060 0.071
H 10.1771 17.2510 -20.5923 0.081
H 8.3865 15.6815 -19.1684 0.137
H 8.8768 13.7495 -17.5823 0.077
H 8.4252 15.3751 -16.9029 0.084
H 10.0311 14.8872 -16.7973 0.093
C 6.8509 13.8751 -22.0683 0.003
C 6.5016 12.9829 -23.1968 -0.554
O 5.6181 12.1382 -23.1204 0.032
N 7.2530 13.1950 -24.2906 0.040
C 7.2021 12.4121 -25.5218 -0.036
H 7.8307 14.3391 -22.1816 0.061
H 7.0859 13.2798 -21.1860 0.060
H 6.0548 14.5845 -21.8420 0.084
H 7.7535 14.0718 -24.2615 0.078
H 7.4207 12.9574 -26.4399 0.073
H 6.2407 11.9122 -25.6397 0.084
H 7.9614 11.6306 -25.4931 0.066
C 2.2934 12.2678 -17.0884 -0.004
C 3.5785 12.1399 -17.8464 -0.597
O 3.7802 11.0889 -18.3900 0.063
N 4.4224 13.1679 -17.8312 0.023
C 5.6134 13.1507 -18.6470 -0.064
H 2.2591 13.2910 -16.7144 0.062
H 2.1648 11.5599 -16.2696 0.088
H 1.4396 12.2451 -17.7656 0.087
H 4.2184 13.9800 -17.2665 0.135
H 6.1603 12.2218 -18.8088 0.078
H 6.3325 13.8343 -18.1958 0.062
H 5.5268 13.7481 -19.5546 0.065
C 9.8779 9.3486 -25.1343 -0.014
C 9.5791 8.9884 -26.5660 -0.545
O 8.4740 8.5075 -26.8586 0.027
N 10.6157 9.0853 -27.3984 0.010
C 10.6397 8.7840 -28.7925 -0.092
H 10.7353 8.8342 -24.7006 0.086
H 9.0224 8.9998 -24.5559 0.065
H 10.0277 10.4173 -24.9806 0.053
H 11.5427 9.4128 -27.1673 0.142
H 11.4351 9.2753 -29.3528 0.086
H 9.7627 9.0741 -29.3711 0.066
H 10.6563 7.7045 -28.9422 0.088
C 3.3459 17.3150 -22.0372 -0.176
C 4.0302 17.2956 -23.3898 -0.200
C 2.9013 17.1995 -24.3792 -0.177
O 1.7493 17.8300 -23.7511 -0.144
C 2.0015 17.9718 -22.3223 -0.189
H 3.9559 17.8776 -21.3304 0.108
H 3.1729 16.2915 -21.7046 0.112
H 4.7582 16.5213 -23.6314 0.101
H 4.5920 18.2213 -23.5147 0.105
H 2.5379 16.1889 -24.5658 0.125
H 3.1389 17.7486 -25.2903 0.119
H 1.2330 17.6699 -21.6107 0.114
H 2.1424 19.0330 -22.1170 0.106
C 0.2093 9.8544 -23.2156 -0.154
C 1.6654 9.7713 -22.7738 -0.183
C 2.2815 10.7256 -23.6986 -0.251
O 1.3560 11.7533 -23.9729 -0.130
C 0.0148 11.2046 -23.9979 -0.155
H -0.4304 9.9143 -22.3351 0.098
H -0.1267 8.9864 -23.7828 0.103
H 2.0229 8.7444 -22.8494 0.120
H 1.7199 10.0795 -21.7297 0.115
H 2.5925 10.2230 -24.6144 0.125
H 3.1780 11.1123 -23.2141 0.098
H -0.2570 11.0613 -25.0437 0.103
H -0.7684 11.8654 -23.6262 0.107
```

Output
Energy relative to the best compared isomer or geometry (same formula, charge and spin): 75.6 kcal/mol
Maximum force: 4.05 eV/A
E_tot: -2701.4469 a.u.
SMILES: CNC(C)=O.CNC(C)=O.CNC(C)=O.CNC(C)=O.CNC(C)=O.CNC(C)=O.CNC(C)=O.CNC(C)=O.CNC(C)=O.C1CCOC1.C1CCOC1
Net charge: 0

> Which of these has the highest E_tot?

C35H77N7O9